Record 1
DFT (ωB97M-V/def2-TZVPD) results for a single C6H13N molecule.

Properties
SMILES string	CCC/C(C)=N/C
multiplicity	1
HOMO	-9.223	eV

Geometry as XYZ:
```
20
Properties=species:S:1:pos:R:3:forces:R:3
C 0.127982 -2.944376 0.820310 -0.016 -0.068 -0.017
C 0.122654 -1.418776 0.756807 -0.024 0.051 0.095
C -0.049031 -0.842887 -0.655708 0.044 -0.020 -0.058
C -0.058002 0.667377 -0.561467 0.160 0.009 0.011
C -1.390085 1.320106 -0.225507 -0.029 0.052 0.033
N 1.057906 1.262256 -0.681313 -0.314 -0.110 0.049
C 1.157915 2.690457 -0.468038 0.003 0.174 0.024
H 1.075997 -3.354136 0.455380 -0.148 0.060 -0.011
H -0.009904 -3.291423 1.849943 0.063 0.029 -0.151
H -0.677912 -3.375193 0.214697 0.083 0.074 0.094
H -0.676927 -1.024891 1.399634 0.074 -0.070 -0.089
H 1.063750 -1.026962 1.161062 -0.141 -0.042 -0.012
H 0.783622 -1.154783 -1.294792 -0.094 0.051 0.112
H -0.982902 -1.213828 -1.099829 0.128 0.065 0.071
H -2.184670 0.572661 -0.151255 0.149 0.087 -0.020
H -1.347045 1.859539 0.727247 0.016 -0.076 -0.133
H -1.678250 2.044404 -0.995958 0.066 -0.106 0.100
H 1.424310 3.179305 -1.411965 -0.026 -0.064 0.111
H 0.257279 3.177277 -0.068256 0.118 -0.095 -0.085
H 1.983312 2.873872 0.229008 -0.112 0.000 -0.123
```
Forces are in eV/Å.

Atomic partial charges in e from the natural (NBO) method, atoms 1 to 5:
1 C -0.60
2 C -0.39
3 C -0.44
4 C 0.32
5 C -0.71


Record 2
DFT (ωB97M-V/def2-TZVPD) results for a gas-phase ion, C6H13N (charge +1).

Properties
net charge	+1
multiplicity	2
HOMO (alpha / beta)	-14.023 / -15.016	eV

Geometry as XYZ:
```
20
Properties=species:S:1:pos:R:3:forces:R:3
C -0.998767 -1.263858 2.657865 -0.519 1.091 2.057
C -0.950137 -0.293895 1.454691 -0.016 -2.691 -1.341
C -0.599564 -1.073644 0.037190 2.903 1.699 1.749
C 0.119836 -0.045319 -0.801960 -1.689 -1.209 -2.090
C 1.455011 0.243599 -0.705077 0.553 1.787 0.336
N 1.775289 1.534752 -1.032350 2.575 -1.354 0.970
C -0.677137 0.793177 -1.866994 3.746 0.166 0.407
H -1.741105 -2.114756 2.585235 1.074 0.912 -0.296
H -0.003681 -1.588562 3.069072 -0.877 -0.002 -0.927
H -1.396894 -0.622903 3.539672 0.469 -0.991 -1.342
H -0.141529 0.393849 1.450825 0.252 1.083 1.114
H -1.933824 0.137515 1.309035 0.131 0.503 0.008
H 0.022782 -1.951219 0.278599 0.020 0.473 -0.119
H -1.470668 -1.379071 -0.375772 -2.672 -0.942 -1.525
H 2.236050 -0.386745 -0.345163 0.137 -0.384 0.995
H 1.553851 1.734495 -1.979492 -0.485 1.142 -0.622
H 2.722962 1.849698 -0.719666 -1.127 -0.377 -0.694
H -1.065114 1.519142 -1.207724 -1.747 1.036 0.216
H -1.266408 0.095641 -2.384805 -1.496 -0.362 -0.451
H -0.038893 1.409299 -2.647653 -1.231 -1.580 1.555
```
Forces are in eV/Å.

Atomic partial charges in e from the natural (NBO) method, atoms 1 to 5:
1 C -0.64
2 C -0.34
3 C -0.47
4 C 0.28
5 C 0.07


Record 3
DFT (ωB97M-V/def2-TZVPD) results for a gas-phase ion, C6H13N2 (charge +1).

Properties
SMILES string	C[C@@H]1[C@H]([C@H]2C[NH2+]2)N1C
net charge	+1
multiplicity	1
HOMO	-13.117	eV

Geometry as XYZ:
```
21
Properties=species:S:1:pos:R:3:forces:R:3
C -1.505961 -1.762518 0.527062 0.872 -1.581 0.672
C -1.156247 -0.748549 -0.588339 -0.276 -1.897 3.111
C 0.175068 -0.100263 -0.689962 0.559 0.789 -0.594
C 1.402894 -0.453197 0.114542 0.233 2.065 -0.066
C 2.676436 0.362423 0.020681 0.763 -2.602 -2.152
N 1.801475 0.680738 1.059387 1.391 -3.108 2.602
N -0.942249 0.485301 0.062031 0.928 1.181 -0.258
C -1.722654 1.652639 -0.375466 1.232 -2.095 0.794
H -2.582543 -2.069526 0.502505 1.050 0.090 -0.210
H -1.313728 -1.384134 1.571217 -0.310 0.293 -1.264
H -0.817439 -2.659061 0.536330 -1.094 0.430 -0.533
H -1.743581 -0.854457 -1.473506 -0.269 0.349 -0.669
H 0.438315 0.309501 -1.673505 -0.292 -0.044 0.192
H 1.468045 -1.391424 0.543114 0.055 -1.669 1.038
H 3.615409 -0.089643 0.332609 -0.282 0.044 0.090
H 2.771439 0.852396 -0.900295 -0.082 1.682 -0.661
H 2.215613 0.379647 1.964315 -0.866 0.514 -0.565
H 1.202863 1.417940 1.124725 -2.089 2.766 -0.080
H -2.523440 1.580577 0.303802 -1.448 0.400 0.550
H -1.151173 2.502898 -0.098443 0.217 1.214 -0.750
H -2.049006 1.388072 -1.351997 -0.293 1.179 -1.245
```
Forces are in eV/Å.

Atomic partial charges in e from the natural (NBO) method, atoms 1 to 5:
1 C -0.64
2 C -0.06
3 C -0.16
4 C 0.00
5 C -0.23


Record 4
DFT (ωB97M-V/def2-TZVPD) results for a gas-phase ion, C6H13N2 (charge +1).

Properties
SMILES string	C=[N+]1CN1[C@H](C)CC
net charge	+1
multiplicity	1
HOMO	-14.667	eV

Geometry as XYZ:
```
21
Properties=species:S:1:pos:R:3:forces:R:3
C 3.023839 0.167703 -0.529869 -0.029 0.293 4.383
N 1.918273 -0.237487 -0.024609 1.863 1.831 1.001
C 1.150177 -0.246812 1.223135 -0.143 -0.811 -1.922
N 0.772567 -0.851907 -0.214532 -0.259 -0.699 2.484
C -0.396904 -0.380200 -0.946973 -1.600 3.212 1.075
C -0.465084 1.186615 -1.114769 0.879 -0.719 -0.264
C -1.586839 -0.877284 -0.151059 3.698 0.202 2.932
C -2.015532 -0.121978 1.121758 1.485 -1.547 0.103
H 3.216148 0.058583 -1.518676 0.473 -0.268 -2.942
H 3.813279 0.545076 0.215662 -1.451 -0.501 -1.360
H 0.662785 0.744015 1.450577 0.791 -1.282 -0.198
H 1.473423 -0.985100 2.024527 -0.640 1.038 -1.304
H -0.439223 -0.842003 -1.905095 0.443 -0.365 -0.793
H -1.497111 1.506447 -1.371870 0.860 -0.451 -1.046
H -0.352175 1.859982 -0.251486 0.598 -0.813 0.312
H 0.406015 1.343775 -1.793273 -1.279 1.000 -0.115
H -1.121039 -1.731646 0.296539 -0.770 -1.632 -0.254
H -2.382607 -1.077435 -0.734050 -2.509 -0.815 -2.067
H -2.971089 -0.640188 1.268004 -0.140 1.328 0.789
H -1.321271 -0.341619 1.995694 -1.018 -0.057 -0.958
H -1.887639 0.921461 0.960361 -1.249 1.055 0.145
```
Forces are in eV/Å.

Atomic partial charges in e from the natural (NBO) method, atoms 1 to 5:
1 C 0.02
2 N -0.08
3 C -0.08
4 N -0.15
5 C -0.06


The highest multiplicity belongs to which entry?
number 2